179
Properties=species:S:1:pos:R:3:forces:R:3 method="wB97M-V/def2-TZVPD" fmax_ev_per_a=5.2 de_lowest_ev=7.892 gap_ev=10.58 homo_ev=-10.5
C -6.573804 2.153438 -1.748274 -0.145 -0.925 0.215
C -7.970337 1.998747 -2.380022 1.298 1.268 0.287
O -8.955979 2.176765 -1.405023 -2.727 -0.005 2.422
C -9.244069 3.328906 -0.781047 0.593 1.806 -0.363
O -8.652853 4.383847 -0.967083 -0.643 -1.321 0.343
O -10.333596 3.210288 0.045626 1.225 -0.324 -0.160
C -10.655336 4.258979 1.011783 -0.288 0.054 -0.610
H -6.541194 2.897877 -0.952750 -0.161 0.572 -0.625
H -5.823952 2.319119 -2.521817 0.037 0.165 0.176
H -6.299169 1.265729 -1.178489 -0.001 -0.420 -0.324
H -8.199585 0.999983 -2.751534 0.367 0.190 -0.270
H -8.102029 2.779803 -3.128826 -0.023 -0.204 -0.326
H -10.398750 5.273187 0.705756 0.066 -0.249 -0.589
H -10.214469 4.148495 2.002499 0.307 -0.715 -0.211
H -11.737776 4.170369 1.104315 0.126 0.103 0.052
C -2.416427 -4.752753 5.339736 -0.320 -0.744 -0.491
C -3.552097 -5.789481 5.211502 0.044 2.231 0.788
O -3.333386 -6.928658 6.101221 0.405 0.412 -3.711
C -3.881817 -6.942939 7.253645 -1.218 -0.181 4.295
O -4.218328 -5.997735 7.971171 0.355 -1.723 -1.600
O -3.944417 -8.277668 7.641366 0.256 0.873 -1.309
C -4.382921 -8.595843 8.951500 -0.566 0.764 -0.097
H -2.097932 -4.571519 6.366297 0.113 -0.224 -0.173
H -2.704277 -3.798653 4.898217 -0.265 -0.019 0.030
H -1.662257 -5.163316 4.668349 0.737 0.313 0.592
H -3.605232 -5.966618 4.137308 0.147 -1.542 0.287
H -4.503973 -5.291641 5.396409 -0.138 -0.400 0.743
H -4.384923 -9.674934 9.105322 0.787 0.094 -0.242
H -5.442132 -8.350679 9.029253 0.048 0.534 0.348
H -3.746397 -8.017943 9.621553 -0.394 -0.369 0.525
C -5.547329 -3.704909 0.569881 0.239 0.282 -0.666
C -6.901688 -3.026220 0.790965 0.747 -0.055 -1.199
O -7.109810 -2.576593 2.129309 -0.021 -0.160 -0.212
C -6.391278 -1.554290 2.637816 1.424 1.448 -1.513
O -5.574884 -0.782962 2.070960 -2.804 -2.960 1.477
O -6.679702 -1.425889 3.914225 0.043 1.637 1.862
C -7.561692 -2.184456 4.797919 0.480 -0.754 -1.191
H -5.471030 -3.975366 -0.483278 -0.460 -0.460 -0.108
H -5.460663 -4.606363 1.176483 -0.028 0.027 -0.016
H -4.624963 -3.128597 0.641953 -0.342 0.523 0.757
H -7.633827 -3.765522 0.466128 -0.387 -0.303 1.237
H -7.178167 -2.263488 0.063019 0.810 0.704 0.223
H -7.151780 -3.191348 4.718972 -0.722 -0.239 0.304
H -8.618986 -2.101935 4.546093 0.183 -0.196 -0.656
H -7.530991 -1.854549 5.836336 0.876 0.510 -0.322
C -7.624814 0.668884 -7.456078 0.272 0.287 0.719
C -7.247167 -0.631749 -6.740793 -2.319 0.092 -0.796
O -5.966272 -0.496135 -6.280592 1.986 2.810 -0.628
C -5.329105 -1.419093 -5.659562 1.017 -2.370 0.647
O -5.841089 -2.470192 -5.344309 0.594 0.124 0.438
O -4.016266 -1.069410 -5.522388 -2.486 0.917 -0.459
C -3.153899 -1.836831 -4.733474 0.350 -1.230 -0.286
H -7.590214 1.456841 -6.703729 0.013 0.170 0.020
H -8.644904 0.677378 -7.840057 0.121 -0.333 -0.132
H -6.908194 0.964875 -8.222208 -0.096 -0.304 -0.149
H -7.355882 -1.484579 -7.410839 0.153 -0.190 0.123
H -7.917026 -0.753400 -5.889568 -0.146 -0.305 -0.015
H -3.574564 -2.792224 -4.419836 -0.439 0.177 0.120
H -2.846772 -1.257106 -3.863018 0.308 -0.058 -0.250
H -2.383392 -2.114298 -5.452799 0.689 0.240 0.657
C 2.269838 6.506629 2.802741 0.802 -0.754 -0.306
C 1.580418 7.627652 3.490935 0.902 0.970 1.189
O 1.085410 7.168316 4.785500 -1.082 -1.057 0.106
C 1.440287 7.572091 6.007589 0.506 3.658 0.357
O 2.054907 8.642028 6.233681 -1.351 -3.557 -0.146
O 0.839103 6.756610 6.938196 0.182 0.063 -0.795
C 1.174332 6.893575 8.326377 1.059 1.393 0.472
H 2.864821 5.901861 3.487114 0.256 0.335 0.152
H 2.932931 6.996937 2.089988 0.144 -0.356 -0.239
H 1.671000 5.760082 2.281052 -0.484 0.422 -0.056
H 0.871978 8.099517 2.810083 -1.014 -0.371 0.723
H 2.273349 8.447467 3.680269 0.284 -0.157 0.264
H 0.920141 7.857740 8.766704 0.025 0.550 -0.737
H 2.255557 6.799370 8.427187 -0.063 -0.211 0.142
H 0.663531 6.259799 9.051298 -0.209 -0.974 -1.137
C 4.134533 -0.803016 6.154244 0.126 -0.217 1.417
C 3.123614 -0.470041 5.117946 0.652 0.196 -1.276
O 1.771333 -0.065072 5.490322 1.712 -2.827 -0.440
C 1.602687 1.131656 5.930975 1.218 3.885 -0.871
O 2.464111 2.007032 6.012321 -0.960 -1.182 0.488
O 0.308487 1.324788 6.037110 -1.951 0.057 0.567
C -0.280098 2.627165 6.282028 1.101 0.005 0.396
H 3.786683 -1.641315 6.757871 0.231 -0.021 0.207
H 4.450494 0.016656 6.799523 -0.437 0.135 0.045
H 5.054428 -1.086169 5.642657 -0.110 -0.279 -0.185
H 3.059554 -1.353990 4.483404 -0.884 0.008 0.113
H 3.649143 0.239690 4.479050 -0.876 0.728 -0.109
H -0.070885 3.292550 5.444411 -0.141 -0.095 -0.016
H 0.158475 3.066494 7.177990 0.117 0.000 -0.044
H -1.347384 2.508291 6.468713 0.204 -0.353 -0.354
C 12.066249 2.152063 -0.398586 -0.526 -1.607 0.813
C 11.254875 1.209090 0.585809 -0.478 0.932 -0.407
O 10.187709 1.831368 1.328792 0.522 -0.249 0.005
C 8.940030 1.961538 0.856398 0.900 0.878 0.178
O 8.567365 2.109803 -0.274108 0.056 -0.582 -0.022
O 8.210776 2.055677 1.957432 -0.050 -0.305 0.901
C 6.836261 2.228036 1.826302 -1.402 0.950 -1.345
H 12.946578 2.639555 0.020328 -0.083 -0.312 0.309
H 11.509129 2.930354 -0.920095 -0.454 -0.441 0.130
H 12.355349 1.356540 -1.085358 0.579 0.622 -0.621
H 11.839109 0.718373 1.364247 0.488 0.563 -0.042
H 10.828451 0.350596 0.066917 -0.153 0.282 -0.583
H 6.426046 1.594373 1.039983 -0.113 -0.808 0.551
H 6.577471 3.184792 1.372703 0.392 0.575 0.265
H 6.341076 2.205394 2.797073 0.296 -0.518 -0.145
C -2.332538 2.419943 -8.634478 -0.311 -0.954 -1.455
C -2.354669 3.747807 -7.957199 0.122 -1.132 -0.541
O -1.008395 3.832510 -7.534776 1.687 -0.035 4.944
C -0.789721 3.629664 -6.145481 -2.207 2.574 0.729
O -1.673293 3.447028 -5.267484 3.189 -0.222 -3.388
O 0.495864 4.049081 -5.860368 -3.305 -1.350 -1.284
C 0.903881 3.723895 -4.563618 2.585 -1.343 0.403
H -1.632578 2.423310 -9.470035 -0.244 -0.017 -0.264
H -3.319711 2.069337 -8.935565 -0.019 0.088 -0.293
H -1.936429 1.656705 -7.964659 -0.138 0.167 0.349
H -3.139769 3.593097 -7.217084 0.454 1.179 0.650
H -2.392867 4.645678 -8.574029 -0.999 -0.280 -0.169
H 0.453798 4.174966 -3.679271 -0.033 0.655 -0.609
H 1.969246 3.841333 -4.761897 0.318 1.071 1.281
H 0.986171 2.657176 -4.355205 -1.103 -0.444 -0.330
C 8.969160 -7.422833 -3.368356 -0.123 -0.159 0.229
C 7.538091 -7.568718 -2.758347 1.248 -0.878 -0.081
O 6.558567 -8.002856 -3.741433 -2.520 1.396 0.448
C 5.187706 -7.690177 -3.564919 -0.005 1.930 -0.104
O 4.327465 -7.902799 -4.380994 1.215 -0.756 0.478
O 4.919335 -6.904825 -2.465158 2.769 -0.831 0.170
C 3.607025 -6.452662 -2.115852 0.007 -1.730 -1.433
H 9.662484 -7.185008 -2.561615 -0.239 0.290 0.397
H 9.068647 -6.601596 -4.078122 -0.400 0.012 -0.019
H 9.479027 -8.283972 -3.800299 -0.780 -0.390 -0.229
H 7.390003 -6.630070 -2.224388 -0.924 0.059 -0.487
H 7.486816 -8.371909 -2.023257 0.486 0.125 0.260
H 3.697504 -5.764605 -1.275326 -0.016 0.049 -0.469
H 3.066270 -7.361749 -1.852716 -0.367 0.238 0.406
H 3.168589 -6.123679 -3.057999 -0.348 0.743 0.424
C 4.600083 -2.262142 -6.775646 -0.139 0.700 1.923
C 3.956872 -3.251150 -5.803825 0.756 -1.438 -0.098
O 2.567102 -3.359691 -6.115034 -0.009 0.911 -0.898
S 2.130705 -2.121170 -7.135755 -1.609 -2.203 1.760
O 1.772966 -1.031227 -6.250614 1.122 -0.572 -1.713
O 1.101627 -2.652381 -8.026340 2.701 1.276 1.022
O 3.628571 -2.064447 -7.783732 -1.391 0.984 -0.755
H 5.580740 -2.536861 -7.164160 -0.508 -0.304 -0.442
H 4.757711 -1.405043 -6.120951 -0.052 0.842 -0.818
H 4.124181 -2.983228 -4.760601 -0.285 0.229 -0.080
H 4.461641 -4.202561 -5.971539 -0.589 -0.429 0.144
C 9.188699 -3.512501 -0.560773 -1.303 1.524 -1.476
C 7.727004 -2.924011 -0.714245 -0.283 -1.237 -0.587
O 7.798620 -1.957118 -1.789970 0.158 0.099 -1.394
S 8.789813 -2.545756 -3.037466 0.588 -0.676 1.862
O 9.521696 -1.474685 -3.760802 -2.526 -3.042 2.212
O 8.159074 -3.692089 -3.733606 1.265 3.044 1.405
O 9.761184 -3.135614 -1.828968 1.165 0.010 -1.925
H 9.308796 -4.593789 -0.493784 -0.413 0.176 0.399
H 9.725513 -2.937809 0.193982 0.131 -0.356 0.020
H 7.238683 -2.539317 0.181100 0.777 0.960 -0.067
H 6.971525 -3.659524 -0.990614 0.395 -0.532 -0.448
C 0.307635 1.010338 0.410906 -0.103 -0.774 0.311
C -0.600835 -0.175766 0.837690 0.581 0.218 -0.540
O 0.097182 -1.381671 0.359196 0.343 0.096 -0.685
S 1.610840 -1.091419 -0.222703 -0.821 1.131 -0.051
O 1.674703 -1.058664 -1.685806 -0.492 -0.188 2.931
O 2.576460 -1.836590 0.534076 -0.869 0.283 -0.873
O 1.601613 0.391007 0.412705 0.956 0.116 -0.547
H 0.310745 1.782856 1.179876 0.133 -0.093 -0.087
H 0.126339 1.474544 -0.558498 -0.271 -0.309 -0.053
H -1.615675 -0.136767 0.441855 0.238 -0.175 -0.320
H -0.683554 -0.205242 1.924145 0.302 -0.303 -0.039
C -5.405276 7.522670 1.364844 -1.117 1.429 -2.050
C -4.911730 7.782767 2.739115 -1.054 -0.243 0.597
O -3.574624 7.410813 2.671403 3.299 -1.059 0.219
S -3.116317 6.357660 1.464262 -0.280 1.187 -0.946
O -2.877424 4.990035 1.915607 -0.605 2.781 -0.533
O -2.141785 6.991674 0.550117 -2.137 -1.389 2.628
O -4.591035 6.513834 0.836398 0.743 -2.012 -0.936
H -5.367383 8.393664 0.710594 0.952 0.415 0.045
H -6.450609 7.299239 1.151616 -0.045 -0.937 0.959
H -5.463877 7.180805 3.460822 0.218 -0.180 0.220
H -4.967361 8.824681 3.054442 0.073 -0.035 -0.207